[1]
DFT (ωB97M-V/def2-TZVPD) results for a 3-piece molecular cluster, C16H36F3N3O7S overall.

The geometry in XYZ format:
```
66
Properties=species:S:1:pos:R:3:forces:R:3
O 1.76373 -0.72194 -1.43188 -0.1381 -5.2500 -3.8054
C 1.88692 -1.69426 -2.22722 -0.4445 4.2832 2.9164
F 0.90696 -2.72549 -2.28100 2.6351 2.2134 -0.2954
C 3.19748 -1.64622 -3.19701 -0.6796 -2.3700 0.3404
N 4.19327 -0.77619 -2.50659 1.6446 0.8729 -0.6074
C 4.52277 0.46344 -3.27632 -0.2830 2.3487 -0.2352
C 5.18346 1.61721 -2.33132 -0.0289 -0.6488 -0.1419
F 4.99677 2.88566 -2.99046 0.3561 -1.9521 0.8490
S 5.58756 -1.64391 -1.99726 0.8303 -7.3701 0.3645
O 5.08020 -2.86412 -1.24161 0.9983 4.7225 -1.6945
O 6.48305 -2.10879 -3.11249 -2.0095 3.1124 2.7917
F 6.49421 -0.77009 -0.85408 -2.2112 -0.7683 -2.6264
H 2.93701 -1.26620 -4.24239 0.2807 -0.3015 1.6419
H 3.60046 -2.71629 -3.32086 -0.6487 1.5982 0.1845
H 3.53670 0.93557 -3.66589 1.5152 -1.0216 0.8400
H 5.18627 0.30025 -4.19492 -0.7934 -0.0707 1.3325
H 4.66954 1.66386 -1.29635 0.7959 -0.0963 -1.8105
H 6.31288 1.39623 -2.22027 -1.8201 0.7303 -0.1317
C 2.47229 -2.31136 2.47862 -0.0581 0.2823 0.1606
O 1.65441 -1.15202 2.52814 0.1356 -0.4166 -0.1997
C 0.67434 -1.11818 1.48666 -0.4602 0.4473 0.3525
C -0.73004 -1.21473 2.08197 0.5211 -0.5281 -0.0136
N -0.98040 -2.55260 2.62357 -0.0464 0.2037 -0.0134
C -2.21405 -2.64339 3.40594 0.3316 -0.1696 0.1512
C -2.26573 -1.85581 4.72458 -0.3814 -0.3575 -0.0197
O -1.36349 -2.33732 5.71504 -0.0288 0.4086 -0.2456
C -0.06339 -1.77024 5.65635 -0.0259 -0.3025 0.2534
H 3.24704 -2.21323 3.24172 -0.0921 0.0751 -0.0465
H 1.88614 -3.20897 2.69615 0.0691 -0.1373 -0.1310
H 2.95549 -2.40606 1.50154 -0.0057 -0.1100 -0.0013
H 0.84354 -1.89687 0.73458 0.0031 -0.0237 0.2186
H 0.77744 -0.14926 0.98870 -0.0359 -0.0812 -0.0309
H -1.46373 -0.99733 1.30604 0.1408 -0.0787 0.3189
H -0.81659 -0.45243 2.86387 -0.0084 0.2555 -0.1392
H -0.20278 -2.81836 3.21958 -0.1098 0.0190 -0.1009
H -2.35532 -3.70346 3.64297 -0.0801 0.1057 0.0823
H -3.06027 -2.34788 2.77599 0.0735 0.1027 0.0164
H -3.26781 -1.99617 5.14370 0.0610 -0.0278 0.0132
H -2.15144 -0.77654 4.57645 0.2085 -0.0184 -0.0396
H -0.07266 -0.74157 5.28607 -0.0164 -0.0700 -0.1021
H 0.59167 -2.38944 5.03979 0.1421 0.1947 -0.1047
H 0.35022 -1.76808 6.66773 -0.1106 -0.0060 -0.0266
C -3.09083 5.14105 -1.45886 -0.2531 -0.1400 0.1076
O -3.97812 4.12897 -1.91114 0.4193 0.2005 -0.1313
C -3.55118 3.51986 -3.13138 -0.4003 -0.4809 0.0405
C -3.20016 2.05126 -2.89132 0.2628 0.4740 0.2507
N -1.97353 1.92743 -2.10187 -0.2119 -0.1347 -0.1695
C -1.70757 0.56169 -1.64566 0.0833 0.2790 0.3420
C -2.68902 -0.03949 -0.62707 0.3773 -0.2063 -0.0920
O -2.66349 0.60589 0.64341 -0.4945 0.1445 -0.5338
C -3.53625 1.72035 0.75664 0.2127 -0.0090 0.3140
H -3.53565 5.61533 -0.58194 -0.0417 -0.0976 -0.0945
H -2.12847 4.71093 -1.16704 0.1293 0.1341 -0.0731
H -2.94329 5.90283 -2.22989 0.0979 -0.0007 0.0288
H -2.71619 4.05982 -3.59281 0.0133 -0.0609 0.2057
H -4.39927 3.56889 -3.82186 0.0527 -0.0139 -0.0155
H -3.06121 1.55164 -3.85580 0.0238 -0.0049 0.0618
H -4.04709 1.58344 -2.37769 -0.2113 0.0109 -0.1669
H -2.04342 2.52923 -1.28741 0.0151 -0.0640 -0.1399
H -0.71357 0.57495 -1.18580 -0.0886 -0.1374 0.0085
H -1.64093 -0.10022 -2.51614 -0.0999 0.0294 0.0143
H -2.36838 -1.07034 -0.44264 -0.0168 0.0380 -0.0427
H -3.71107 -0.10879 -1.01478 -0.0342 0.1913 0.0486
H -4.43477 1.61154 0.14339 0.0870 0.0260 -0.0684
H -3.00909 2.64101 0.49754 -0.1913 0.1178 -0.1070
H -3.84157 1.80533 1.80230 0.0430 -0.0948 -0.0526
```
Forces are in eV/Å.

DFT total energy: -2019.7386 Ha
SMILES: O=C(F)CN(CCF)S(=O)(=O)F.COCCNCCOC.COCCNCCOC
energy relative to the best compared isomer or geometry (same formula, charge and spin): 0.0 kcal/mol
net charge: 0



[2]
DFT (ωB97M-V/def2-TZVPD) results for a 2-piece molecular cluster, C16H36F6N2O5P2S overall.

The geometry in XYZ format:
```
68
Properties=species:S:1:pos:R:3:forces:R:3
C 3.96563 -2.14257 0.37583 0.2937 0.2336 0.2963
C 4.91453 -1.14849 1.06643 0.1794 -0.5006 0.1521
C 5.80096 -0.38771 0.09909 -1.0551 -0.1787 -0.5469
C 5.01727 0.54956 -0.81543 0.6624 0.5418 0.4611
C 4.50158 1.78781 -0.04493 0.1182 -0.3127 -1.0350
C 3.02707 2.11333 -0.23230 -0.1026 -0.0314 1.1717
C 2.12308 0.89879 -0.20493 -0.4352 0.3509 -0.4003
C 0.66428 1.30761 -0.28019 0.1973 0.2300 -0.5825
N -0.22591 0.13590 -0.01364 0.3262 -0.7602 0.1374
C -1.08770 -0.31864 -1.15609 -0.4870 0.8449 -1.3014
C -0.37246 -0.77724 -2.41477 0.6309 -0.6833 0.9838
C 0.63618 -1.92492 -2.27098 0.2897 0.0648 -0.2619
O 0.16401 -2.99738 -1.47119 -0.2620 0.0141 0.2599
C 0.98979 -2.45096 -3.65244 -0.1432 -0.1476 0.1074
N -0.07143 -3.25066 -4.24651 0.1386 0.1501 -0.0858
C -2.14602 -1.20512 -0.56405 0.3109 0.3409 0.9700
C -2.52824 -0.48462 0.75647 0.2629 -1.3205 0.0113
O -2.76971 -1.52737 1.67890 -0.5300 0.3868 0.2389
C -3.67259 0.50554 0.69870 0.1214 -0.4330 -0.4441
S -5.06402 -0.15674 -0.23587 -0.4497 -0.2753 0.7311
O -6.22583 0.62079 -0.04207 -0.2588 1.1370 -0.3629
O -5.17216 -1.54887 0.04519 0.5870 -0.8966 -0.1909
C -1.13852 0.09551 1.18867 0.1343 0.6944 0.2377
P -1.29839 1.46574 2.41429 -0.7195 0.5830 0.1077
O -1.87575 0.88201 3.62298 -0.0280 -0.6930 0.6183
H 4.16166 -2.17797 -0.68776 -0.1478 -0.0417 -0.3440
H 4.10970 -3.13710 0.76725 0.0553 -0.3762 0.0698
H 2.92677 -1.90132 0.56138 -0.3847 0.1192 -0.1639
H 4.36705 -0.49447 1.73515 -0.1502 0.3333 0.0844
H 5.56748 -1.72190 1.71070 0.1834 -0.1135 0.3179
H 6.26681 -1.12550 -0.54288 0.5057 -0.1911 -0.0268
H 6.55431 0.18644 0.61443 0.3951 0.0856 0.2221
H 4.24755 0.01481 -1.35511 -0.2525 -0.1651 -0.0405
H 5.72552 0.88509 -1.56062 0.0480 0.1485 -0.4270
H 5.05716 2.63552 -0.41842 0.2300 0.3791 0.1145
H 4.76971 1.68501 0.99755 -0.2180 -0.0312 0.3847
H 2.72726 2.74407 0.60158 -0.0516 0.2986 0.1588
H 2.83723 2.71188 -1.11178 0.0430 -0.0104 -0.5164
H 2.30040 0.34394 -1.11482 0.1896 -0.5977 -0.0624
H 2.29997 0.25686 0.65290 0.2260 -0.0224 0.2709
H 0.44271 2.17507 0.32541 -0.3328 -0.1048 0.4864
H 0.49500 1.60535 -1.30418 -0.3503 0.2176 -0.2865
H 0.42902 -0.62875 0.14181 0.0457 -0.0681 0.0576
H -1.54750 0.62322 -1.45403 -0.4553 0.1513 0.0178
H -1.14821 -1.10633 -3.09334 -0.2512 0.0724 -0.2603
H 0.16279 0.04808 -2.86639 0.0224 0.2865 -0.2636
H 1.58213 -1.59184 -1.84840 0.1265 0.4222 0.1728
H 0.58938 -2.96679 -0.60695 -0.0311 -0.2409 -0.1759
H 1.91551 -3.00947 -3.55719 0.1197 -0.3711 -0.0363
H 1.21674 -1.59710 -4.28082 0.1165 0.2605 -0.2016
H -0.39587 -2.84172 -5.10788 -0.1388 -0.0545 -0.0655
H -0.85420 -3.37178 -3.62142 -0.0337 -0.2174 0.0503
H -2.92915 -1.45415 -1.26040 -0.3951 0.3094 -0.1337
H -1.79815 -2.16593 -0.21930 0.5128 -0.3207 -0.1271
H -3.19285 -1.14230 2.46540 0.0623 -0.2170 -0.0382
H -3.35083 1.43993 0.26082 -0.2442 0.4046 -0.2829
H -4.05427 0.72890 1.69260 -0.3021 0.1728 0.1657
H -4.62499 -0.04471 -1.52382 0.0441 0.2323 0.0605
H -0.74483 -0.69370 1.81062 0.1330 -0.2079 0.3410
H -2.17688 2.41963 1.86085 0.5162 0.1720 -0.3343
H -0.04767 2.09665 2.59057 0.0540 -0.0619 -0.3763
F -5.08419 2.38149 2.22418 0.1630 -0.5376 -0.5924
P -6.01830 2.93895 3.50223 -0.6747 0.2280 0.6192
F -7.30849 3.96825 3.52453 0.4015 0.3709 -0.0764
F -5.13458 4.27255 3.07725 0.0404 0.2060 0.4582
F -5.77747 3.43609 5.05709 -0.2704 0.3280 -0.1555
F -5.52562 1.53268 4.23158 0.3313 -0.2294 -0.4714
F -7.19343 2.00111 2.82842 0.3372 -0.3576 0.1333
```
Forces are in eV/Å.

DFT total energy: -2797.0269 Ha
net charge: 0



[3]
DFT (ωB97M-V/def2-TZVPD) results for a 2-piece molecular cluster, C16H36FIN5O3 overall.

The geometry in XYZ format:
```
62
Properties=species:S:1:pos:R:3:forces:R:3
C 4.82431 -0.86484 3.25640 -0.5095 -0.3418 0.0354
C 4.73347 -1.09729 1.63259 -1.2714 -0.0060 -0.2702
O 5.08233 0.11290 0.83961 -1.9514 -0.7516 0.2163
C 3.16250 -1.48280 1.21445 0.4191 0.5380 0.0572
N 2.75043 -2.83475 1.75469 0.9542 -0.2157 -1.2578
C 2.11453 -3.70585 0.68953 -0.3071 -0.5409 -0.0535
C 0.57416 -3.20617 0.27163 2.2373 0.6509 -0.1391
O -0.27170 -3.18059 1.47481 -1.7735 -0.9128 -2.0249
C -1.66790 -3.54975 1.18716 -1.0003 0.4324 1.1708
C -2.40525 -2.63829 0.04058 0.3653 -1.8474 -1.1557
N -3.70087 -2.07523 0.58722 1.6964 3.7354 3.4515
C -3.49272 -1.20322 1.80645 1.4302 -4.1696 -0.4329
N -4.15472 -0.00972 1.98925 1.3902 1.1621 -0.1547
F -5.49832 -0.09083 2.28353 0.1277 -0.1935 -0.4325
C -3.54288 1.37300 1.95531 -0.3121 1.6630 0.1012
C -2.55743 1.66898 0.67923 1.7360 0.8473 1.9816
C -1.02770 1.07556 0.99661 -0.5948 1.0874 -0.0601
I -3.35007 1.07405 -1.27112 0.2716 0.1578 1.0069
N -2.52634 -1.76377 2.87133 -4.6491 -0.4749 -3.1678
C -2.50315 -3.28392 2.61159 1.9620 -1.5066 -0.3569
H 4.30944 0.15368 3.54823 1.2112 -1.9576 -0.6852
H 4.19522 -1.71625 3.80680 1.3858 1.7282 -1.2952
H 5.92426 -0.92618 3.66694 -2.2102 0.3216 -0.9689
H 5.46706 -1.95297 1.30178 -1.4562 1.5677 0.6061
H 4.25671 0.42703 0.32777 1.9508 -0.9148 1.3632
H 2.46922 -0.62791 1.66651 1.3821 -1.7276 -0.9617
H 3.03321 -1.49736 0.03655 0.5235 0.2837 2.1763
H 3.65911 -3.32009 1.98878 -1.4426 0.5942 -0.1961
H 2.10485 -4.81152 1.13005 -0.1990 2.3708 -1.1041
H 2.79241 -3.67663 -0.27731 -1.5665 -0.2009 1.5229
H 0.72371 -2.08446 -0.10642 -0.5635 -2.3621 0.5952
H 0.18235 -3.88295 -0.59903 0.5413 1.1950 1.7552
H -1.82426 -4.68231 0.90915 0.6460 2.1475 0.5239
H -1.73861 -1.79923 -0.43331 -1.2343 -1.4894 1.1892
H -2.71633 -3.37624 -0.84372 0.6147 1.7712 1.9053
H -4.29039 -1.62264 -0.14494 0.6257 -0.1095 0.9708
H -4.42111 2.17896 1.89083 1.5922 -2.2501 0.1583
H -2.97775 1.61290 2.96273 -0.9266 -0.5934 -2.0634
H -2.41071 2.85285 0.63439 -0.5730 -2.6637 0.0403
H -1.00452 -0.09356 1.10085 0.0883 2.3221 -0.2489
H -0.30547 1.48629 0.15771 -1.4493 -1.1269 1.7350
H -0.71418 1.60564 2.01895 -0.5829 -1.3842 -2.1760
H -2.94010 -1.60646 3.83548 0.6782 0.4745 -1.5286
H -3.56968 -3.76574 2.61301 1.9334 1.1502 -0.2923
H -1.87560 -3.84497 3.43794 -1.1890 1.5439 -1.5472
C 0.64094 2.82207 -5.03206 0.0371 -0.1290 -0.3524
C -0.05548 2.49095 -3.71470 0.2449 0.4039 0.0216
C -0.76680 3.70240 -3.06941 0.1719 -0.0773 0.2824
O 0.11367 4.63172 -2.43043 -0.5331 -0.3092 -0.3544
C 0.74587 5.54237 -3.31637 0.2906 0.1599 0.3037
N 0.92191 1.88812 -2.79675 -0.1487 0.1785 0.3497
H 1.58919 3.35032 -4.89073 -0.1944 -0.0665 0.0788
H 0.87133 1.90132 -5.58201 -0.0319 0.1703 0.1768
H -0.00071 3.43706 -5.67287 0.0902 -0.0593 0.0941
H -0.82409 1.74110 -3.93726 -0.0189 0.0704 0.1347
H -1.42018 3.32370 -2.27393 0.1484 0.0797 0.0115
H -1.41915 4.21638 -3.78532 0.1219 0.0411 -0.1031
H 0.09915 5.82459 -4.15185 0.0165 -0.1014 -0.0071
H 1.68223 5.11748 -3.68177 -0.0309 0.0995 -0.2250
H 0.99621 6.44627 -2.75214 -0.1283 -0.1657 -0.0122
H 0.43168 1.57286 -1.95891 0.0538 -0.0599 -0.1907
H 1.52274 2.64397 -2.45402 -0.0901 -0.2390 -0.1976
```
Forces are in eV/Å.

DFT total energy: -1527.6766 Ha
net charge: +1



| no. | LUMO level (hartree) | HOMO (eV) |
| --- | --- | --- |
| 1 | -0.043 | -8.29 |
| 2 | -0.042 | -9.69 |
| 3 | -0.205 | -11.32 |